#P
ORCA calculation (wB97M-V/def2-TZVPD) on a single C5H13N2O molecule.

The molar mass is 117.2 g/mol. Its multiplicity is 2. As for the expectation value of S²: 0.751.

Last column: natural (NBO) charge in e.
Geometry (Å):
O: -1.55417 -0.48472 2.45295  -0.76
N: 1.92203 0.95173 -1.52166  -0.83
N: -1.97248 0.16274 -0.06972  -1.04
C: -0.65089 0.58361 1.99453  -0.14
C: 1.35705 -0.27773 -1.27040  0.20
C: 0.51643 -0.41335 -0.03977  -0.49
C: 1.41153 -1.31547 -2.12483  -0.54
C: -0.53344 0.52822 0.47693  -0.18
H: 1.31536 -0.35320 0.74590  0.22
H: 0.75309 -2.17718 -2.08115  0.20
H: 0.30795 0.37493 2.49587  0.18
H: 2.06634 -1.44197 -2.97709  0.20
H: -1.15469 1.51720 2.27032  0.19
H: 2.12760 1.71259 -0.90549  0.40
H: -0.43380 1.55784 0.10841  0.22
H: 2.37792 0.95933 -2.42662  0.39
H: -1.97045 -0.87461 -0.12939  0.39
H: -2.66733 0.32662 0.67785  0.38
H: -2.20118 0.62909 -0.97394  0.27
H: 0.30088 -1.51526 -0.09353  0.25
H: -1.31774 -0.45042 3.39083  0.47

---

#Q
ORCA calculation (wB97M-V/def2-TZVPD) on a molecular structure, C5H13N2O.

The molar mass is 117.2 g/mol. Its multiplicity is 2. As for the expectation value of S²: 0.754.

Last column: natural (NBO) charge in e.
Geometry (Å):
O: -2.88385 0.09860 -1.39169  -0.74
N: 4.35685 -1.04200 -0.50480  -1.10
N: 1.44499 -0.07473 0.30144  -0.66
C: 0.08330 0.55068 0.23708  -0.24
C: -3.28738 -0.22273 -0.02540  -0.15
C: -2.34606 0.30195 0.95847  -0.07
C: -0.97651 -0.26326 1.02712  -0.46
C: 1.95845 0.84554 -0.43986  0.24
H: -3.43193 0.79775 -1.75768  0.47
H: -2.72396 0.90476 1.77384  0.18
H: 5.04289 -1.19556 0.20764  0.37
H: 1.93407 0.85201 -1.54828  0.13
H: 4.41809 -1.76430 -1.20863  0.36
H: -0.60805 -0.36189 2.04891  0.22
H: 2.47181 1.73373 -0.01417  0.13
H: -0.98802 -1.26559 0.58483  0.21
H: -4.31421 0.11719 0.08092  0.18
H: -3.24100 -1.31659 -0.03633  0.18
H: 0.01679 1.55948 0.68532  0.16
H: -0.34391 0.67070 -0.77592  0.20
H: 3.41764 -0.92572 -0.20280  0.38

---

#R
ORCA calculation (wB97M-V/def2-TZVPD) on 2 unconnected molecules or ions with the total composition C5H13N2O.

The molar mass is 117.2 g/mol. Its multiplicity is 2. As for the expectation value of S²: 0.772.

Last column: natural (NBO) charge in e.
Geometry (Å):
O: -4.05886 -1.07870 1.74508  -0.92
N: -0.79426 -0.02393 -1.96073  -0.77
N: 1.59887 -0.63256 -0.25827  -0.67
C: 2.78690 -1.21440 -0.12538  -0.29
C: 1.27156 0.56829 0.42788  0.07
C: -1.06184 -0.00429 -0.47947  -0.26
C: 2.13681 1.05708 1.35983  -0.60
C: -0.09585 1.14375 0.07948  -0.44
H: 3.11782 -1.95875 -0.89831  0.15
H: 2.24625 2.11146 1.71369  0.18
H: 2.83452 0.52155 1.85471  0.19
H: -0.02849 1.98597 -0.62123  0.20
H: -1.53208 -0.69109 -2.44762  0.42
H: -0.54737 1.51579 1.12124  0.23
H: -4.43925 -0.54439 1.18920  0.45
H: -1.38099 0.77943 -2.40586  0.43
H: -2.12737 0.03022 -0.20763  0.20
H: -3.11181 -1.33328 1.45257  0.47
H: -0.64217 -0.98731 -0.02534  0.27
H: 3.52379 -1.01084 0.60343  0.15
H: 0.30381 -0.23399 -2.11728  0.52

---

Of them, #R has the lowest stability.

---

#P
ORCA calculation (wB97M-V/def2-TZVPD) on a single C3H2N2OS molecule.

As for the SMILES: O=C1NN1C=C=S. The molar mass is 114.1 g/mol.

Last column: natural (NBO) charge in e.
Geometry (Å):
S: -3.78199 -0.04348 0.12007  0.20
O: 2.45590 1.36184 -0.28833  -0.49
N: 0.22167 0.25288 0.47860  -0.39
N: 1.33603 -0.73295 0.46948  -0.51
C: 1.78665 0.46067 0.10981  0.85
C: -2.24664 0.02633 -0.21154  -0.05
C: -0.89196 0.08762 -0.41262  -0.25
H: -0.51046 0.06414 -1.45191  0.22
H: 1.63080 -1.47705 1.18644  0.42

---

#Q
ORCA calculation (wB97M-V/def2-TZVPD) on a single C3H2N2OS molecule.

As for the SMILES: S=Cc1conn1. The molar mass is 114.1 g/mol.

Last column: natural (NBO) charge in e.
Geometry (Å):
S: -2.78457 0.19982 -0.33110  0.06
O: 1.96386 0.82449 -0.16887  -0.27
N: 2.11851 -0.52795 -0.31240  0.13
N: 1.01053 -1.18053 -0.32693  -0.19
C: 0.57319 1.04252 0.05544  0.10
C: -1.42486 -0.65743 0.20892  -0.27
C: 0.02506 -0.21746 -0.10489  -0.08
H: 0.16056 2.19258 0.10362  0.27
H: -1.64226 -1.67604 0.87620  0.25

---

Of them, #P has the lowest stability.

---

#P
ORCA calculation (wB97M-V/def2-TZVPD) on a single C25H35N3O5S molecule.

As for the SMILES: COc1ccc([C@@H](CNC(=O)c2ccc(C)c(S(=O)(=O)N3CCCCC3)c2)N(C)C)cc1OC. The molar mass is 489.6 g/mol.

Last column: natural (NBO) charge in e.
Geometry (Å):
S: 1.54039 -2.62983 0.01733  2.32
O: -1.90335 1.32908 3.54555  -0.63
O: 0.40645 -2.53826 -0.86659  -0.96
O: 1.89931 -3.94838 0.45928  -0.95
O: -0.08403 -0.27452 -2.97466  -0.50
O: 0.44205 1.59341 -1.23211  -0.51
N: -2.70189 -0.18094 2.05966  -0.60
N: -3.82488 2.77798 1.00194  -0.45
N: 2.91229 -1.94847 -0.66794  -0.67
C: 4.02364 0.04636 -1.51068  -0.40
C: 0.77184 2.58089 -0.28759  -0.25
C: -4.30600 3.25317 2.28221  -0.42
C: -0.82415 1.08107 -1.20195  0.33
C: 4.63082 -0.77373 -2.64506  -0.40
C: -1.71903 0.40295 2.77878  0.66
C: -3.08438 0.92879 -0.35835  -0.03
C: -4.01282 0.39068 1.87582  -0.23
C: -3.34794 -0.08305 -1.25983  -0.25
C: -0.22924 -1.42883 -3.76849  -0.26
C: 4.78434 -2.22467 -2.19680  -0.40
C: -4.28764 3.61782 -0.08344  -0.41
C: 0.56347 -0.07601 3.63367  -0.14
C: -1.10082 0.05351 -2.13142  0.24
C: 2.16535 -1.45512 2.46110  0.06
C: -2.36123 -0.51896 -2.13675  -0.24
C: 1.80938 -0.66966 3.55487  -0.22
C: 3.43321 -2.76869 -1.74617  -0.24
C: 1.22762 -1.58896 1.44332  -0.35
C: -1.81094 1.49417 -0.32977  -0.33
C: 2.69960 -0.57155 -1.07172  -0.25
C: -0.37616 -0.24265 2.61868  -0.09
C: -0.01596 -0.99603 1.50553  -0.18
C: -4.09406 1.37879 0.67957  -0.06
C: 3.49479 -2.12200 2.36471  -0.66
H: -0.37040 -2.31221 -3.13913  0.20
H: -4.32472 -0.54362 -1.29286  0.21
H: -1.63210 2.26962 0.39577  0.25
H: 5.48570 -2.27792 -1.36258  0.20
H: 3.84479 1.07243 -1.83312  0.22
H: -1.05854 -1.33114 -4.47687  0.17
H: 2.29555 -0.03906 -0.20869  0.22
H: 5.60021 -0.36226 -2.93236  0.21
H: -4.29975 0.87698 2.80602  0.24
H: -5.37237 3.03896 2.45560  0.16
H: -4.70180 -0.43500 1.68322  0.21
H: -3.70244 2.82305 3.07953  0.23
H: 3.97150 -0.72874 -3.51442  0.20
H: 1.81611 2.82824 -0.47375  0.20
H: -2.59232 -1.31636 -2.82365  0.22
H: 3.36021 -3.15716 2.05902  0.26
H: -4.16825 4.33282 2.31301  0.20
H: 0.66288 2.21233 0.73860  0.18
H: -5.11760 1.27863 0.26672  0.18
H: 2.72995 -2.77699 -2.59266  0.18
H: 5.16824 -2.84121 -3.01064  0.22
H: 0.70242 -1.52095 -4.32592  0.19
H: -2.44306 -0.89283 1.39588  0.40
H: -3.86863 3.25925 -1.02252  0.21
H: 4.71374 0.06286 -0.66450  0.20
H: 0.15947 3.47946 -0.41327  0.18
H: 1.96618 -0.50619 -1.88462  0.22
H: 3.51970 -3.78364 -1.35497  0.23
H: 2.51763 -0.53408 4.35910  0.22
H: -0.65906 -1.13436 0.64936  0.25
H: -5.38659 3.62658 -0.17310  0.16
H: -3.94474 4.63791 0.08296  0.20
H: 4.09875 -1.63785 1.59889  0.24
H: 0.28832 0.52431 4.48821  0.24
H: 4.02096 -2.08024 3.31505  0.22

---

#Q
ORCA calculation (wB97M-V/def2-TZVPD) on a molecular structure, C25H35N3O5S.

The molar mass is 489.6 g/mol.

Last column: natural (NBO) charge in e.
Geometry (Å):
S: -3.25539 -0.05759 -0.57334  2.24
O: 1.28685 -2.98257 2.64634  -0.66
O: -2.06116 0.54633 -1.26120  -0.96
O: -4.00343 -0.90588 -1.76319  -0.96
O: 4.33881 3.39463 1.09652  -0.50
O: 1.82479 2.29953 0.86682  -0.50
N: -4.20443 0.88103 0.08349  -0.72
N: 2.62104 -2.13002 -2.03089  -0.47
N: 1.52649 -2.82939 0.29864  -0.57
C: -1.53307 -3.23508 2.15541  -0.10
C: -4.89206 -1.92325 1.25157  -0.68
C: -4.88974 2.77015 -1.35017  -0.38
C: 2.51801 -3.33246 -2.62488  -0.38
C: 2.59370 0.27297 -0.16139  -0.32
C: -0.59562 -2.49534 1.40303  -0.10
C: 4.15458 2.00963 0.59026  0.26
C: -2.92097 2.92436 0.35296  -0.49
C: 3.61598 -0.65887 -0.24818  -0.07
C: -1.15303 -1.42431 0.38905  -0.13
C: 5.20079 1.08215 0.08947  -0.31
C: 0.88104 -2.53369 1.43327  0.60
C: -3.22380 1.66741 1.00659  -0.16
C: -3.38350 -2.06166 1.15057  0.07
C: 3.02558 -2.79709 0.18465  -0.24
C: 3.43105 -1.96473 -0.81318  -0.08
C: -4.11590 3.52632 -0.26295  -0.34
C: 5.50344 3.87578 1.36907  -0.23
C: -2.56177 -1.37852 0.23600  -0.38
C: -2.88982 -3.13332 2.01576  -0.18
C: 2.78802 -0.86738 -2.92425  -0.42
C: 0.41465 2.03738 0.91189  -0.22
C: 2.73857 1.54689 0.38148  0.36
C: 4.92356 -0.10582 -0.21431  -0.16
C: -5.39352 1.46670 -0.43457  -0.18
H: -2.45797 1.30394 1.38650  0.21
H: 1.61275 -0.15688 -0.30241  0.22
H: 3.44290 -2.53653 1.08578  0.24
H: 3.89215 -1.00602 -3.47405  0.16
H: -5.26282 -1.71076 0.02936  0.25
H: 4.51456 -2.44703 -1.18640  0.19
H: -2.36915 2.80781 -0.42556  0.23
H: 6.12663 3.42204 2.10808  0.16
H: -5.24086 -0.99776 1.51426  0.23
H: 5.87815 -0.68336 -0.51039  0.21
H: 6.19019 1.52899 0.39764  0.23
H: 3.02879 -3.90512 0.11230  0.22
H: -5.33105 -2.87596 1.56839  0.24
H: -3.87355 1.93094 2.17528  0.18
H: -5.63274 0.69022 -1.20701  0.26
H: -5.63580 3.16555 -1.77780  0.20
H: -4.90548 4.04576 0.70161  0.16
H: -4.16353 2.34025 -1.95773  0.21
H: 2.81989 0.07619 -2.45559  0.22
H: 1.80126 -3.25901 -3.62457  0.22
H: 3.64395 -3.47087 -3.16312  0.13
H: 0.42348 0.76008 1.40723  0.16
H: -0.00319 1.70823 -0.21352  0.21
H: 5.84193 3.88759 0.39924  0.17
H: 1.10374 -2.43827 -0.48041  0.40
H: -5.97789 1.65385 0.24522  0.18
H: -0.48417 -0.99835 -0.29112  0.23
H: 2.19246 -3.98564 -1.87939  0.21
H: -3.85647 4.51277 -0.72487  0.22
H: -0.11355 2.71769 1.36501  0.17
H: -1.04087 -3.65885 2.90420  0.22
H: -2.55667 3.65184 0.95352  0.22
H: 2.15318 -0.83336 -4.10958  0.22
H: -3.50194 -3.58397 2.48840  0.18
H: 5.43197 4.85972 1.69115  0.19

---

Of them, #Q has the lowest stability.

---

#P
ORCA calculation (wB97M-V/def2-TZVPD) on 2 unconnected molecules or ions with the total composition S2.

The molar mass is 64.1 g/mol.

Last column: natural (NBO) charge in e.
Geometry (Å):
S: -0.57762 -1.45552 0.13145  0.00
S: 0.57762 1.45552 -0.13145  0.00

---

#Q
ORCA calculation (wB97M-V/def2-TZVPD) on a single S2 molecule.

The molar mass is 64.1 g/mol.

Last column: natural (NBO) charge in e.
Geometry (Å):
S: -1.10107 0.55301 -0.14189  0.00
S: 1.10107 -0.55301 0.14189  0.00

---

Of them, #P has the lowest stability.